16
Properties=species:S:1:pos:R:3:forces:R:3:lowdin_charge:R:1 method="wB97M-V/def2-TZVPD" lumo_energy_ev=0.976 homo_energy_ev=-7.1 multiplicity=1 e_above_lowest_kj_mol=443.13 homo_lumo_gap_ev=8.1 total_charge=0
N 0.8288 0.9358 0.2536 1.83 -1.74 -1.94 0.02
C 2.8393 -0.5096 0.0446 -0.05 0.45 0.18 -0.13
C 1.7448 0.3902 -0.4069 -1.04 1.33 0.27 -0.11
C -1.9219 -0.0562 -0.9472 5.79 -0.23 -0.10 -0.09
C -1.5467 -0.9618 0.2018 3.96 1.35 -1.29 -0.09
C -1.5973 0.5549 0.3711 2.43 -1.47 -0.92 -0.26
C -0.3504 1.3411 0.4430 0.10 0.16 0.91 -0.14
H -1.0485 0.0931 -1.7124 -1.64 -0.25 1.48 0.15
H 3.2180 -0.9709 -0.9046 -0.10 -0.07 1.37 0.07
H -2.7918 0.0227 -1.4139 -3.97 -0.07 -1.43 0.04
H -0.5092 -1.4908 0.2699 -1.79 1.31 -0.60 0.13
H 2.3310 -1.1735 0.7731 0.87 -0.33 -0.40 0.07
H -2.2292 -1.5527 0.6434 -2.67 -1.55 1.50 0.04
H 3.6729 0.0503 0.5628 -0.89 -0.54 -0.56 0.09
H -2.2136 0.9780 1.0640 -2.56 0.69 1.22 0.10
H -0.4262 2.3494 0.7578 -0.27 0.97 0.33 0.10